No. 1
Density functional theory data (wB97M-V/def2-TZVPD) for a molecular structure, C47H123ClN13O23Zn at a distorted geometry.

Properties
- E_tot: -178107.6863 eV
- HOMO-LUMO gap: 2.804 eV
- Highest occupied orbital energy: -8.73 eV

```
! wB97M-V def2-TZVPD RIJCOSX def2/J DEFGRID3
* xyz 1 1
Zn -6.968 -1.755 -1.353
Cl -1.619 -0.390 -0.359
O -1.770 0.419 0.802
O -0.648 -1.468 -0.199
O -2.779 -1.165 -0.616
O -1.240 0.468 -1.439
C -5.059 -0.786 -3.811
O -5.792 -0.838 -2.814
N -5.118 -1.740 -4.755
N -4.375 0.332 -4.232
H -4.244 -1.573 -5.233
H -5.755 -2.521 -4.812
H -4.253 1.187 -3.708
H -3.881 0.436 -5.106
C -6.024 0.523 0.823
O -6.178 -0.421 0.036
N -7.075 1.087 1.406
N -4.850 0.979 1.089
H -8.001 0.783 1.139
H -7.117 1.716 2.195
H -4.892 1.873 1.557
H -4.026 0.434 0.879
C -4.920 -4.104 -1.803
O -5.662 -3.255 -1.292
N -3.939 -3.700 -2.398
N -5.021 -5.416 -1.705
H -3.206 -4.247 -2.825
H -3.716 -2.726 -2.248
H -4.337 -6.063 -2.071
H -5.773 -5.865 -1.201
C -2.209 5.343 0.204
O -3.402 5.423 0.879
C -4.567 4.656 0.542
C -5.561 4.500 1.761
N -5.251 3.437 2.745
C -3.970 3.543 3.417
C -3.946 4.641 4.426
O -4.927 4.577 5.365
C -4.744 5.510 6.361
H -1.977 4.353 -0.189
H -1.423 5.697 0.872
H -2.234 6.052 -0.623
H -4.282 3.670 0.174
H -5.045 5.261 -0.228
H -6.527 4.263 1.314
H -5.588 5.419 2.346
H -5.933 3.599 3.472
H -3.202 3.592 2.646
H -3.790 2.669 4.044
H -4.076 5.482 3.745
H -2.941 4.725 4.841
H -3.812 5.402 6.917
H -5.539 5.441 7.103
H -4.773 6.530 5.978
C 4.032 0.424 0.060
O 4.771 1.016 1.109
C 5.605 2.064 0.643
C 6.218 2.784 1.844
N 5.228 3.434 2.748
C 4.218 2.687 3.401
C 3.395 3.737 4.184
O 4.232 4.703 4.939
C 3.436 5.277 5.953
H 4.289 0.811 -0.926
H 3.003 0.642 0.347
H 4.071 -0.642 -0.162
H 5.099 2.834 0.060
H 6.461 1.824 0.014
H 6.915 3.507 1.420
H 6.892 2.127 2.393
H 5.259 4.440 2.832
H 4.622 1.908 4.048
H 3.543 2.087 2.790
H 2.847 3.146 4.918
H 2.515 4.022 3.607
H 2.651 5.912 5.542
H 3.983 5.998 6.561
H 3.075 4.485 6.609
C 1.370 7.416 0.746
O 0.886 6.198 0.227
C 1.803 5.060 0.437
C 1.760 4.173 -0.856
N 2.315 4.891 -2.003
C 2.209 4.236 -3.337
C 3.215 3.046 -3.397
O 4.357 3.229 -4.259
C 5.539 3.527 -3.481
H 0.522 8.087 0.607
H 2.320 7.909 0.543
H 1.456 7.191 1.809
H 1.480 4.383 1.227
H 2.773 5.347 0.843
H 0.751 3.903 -1.166
H 2.208 3.194 -0.686
H 2.008 5.852 -1.951
H 2.490 5.004 -4.057
H 1.128 4.163 -3.457
H 2.691 2.269 -3.954
H 3.444 2.540 -2.459
H 6.451 3.523 -4.079
H 5.623 2.847 -2.633
H 5.528 4.558 -3.128
C 1.293 -9.206 -0.044
O 2.055 -10.161 -0.764
C 2.611 -9.897 -2.038
C 3.987 -9.105 -1.929
N 3.939 -7.606 -1.576
C 2.918 -6.901 -2.139
C 2.547 -5.511 -1.496
O 1.994 -5.855 -0.241
C 1.497 -4.682 0.454
H 1.958 -8.343 -0.077
H 1.011 -9.631 0.919
H 0.463 -9.077 -0.739
H 1.931 -9.482 -2.782
H 2.966 -10.809 -2.517
H 4.444 -9.097 -2.919
H 4.744 -9.539 -1.275
H 4.050 -7.454 -0.584
H 2.062 -7.575 -2.154
H 3.319 -6.887 -3.153
H 1.869 -4.877 -2.067
H 3.464 -4.958 -1.293
H 1.156 -3.959 -0.287
H 2.250 -4.054 0.929
H 0.746 -4.843 1.227
C -1.495 -0.879 6.601
O -0.762 0.218 6.354
C -1.155 0.736 5.103
C -0.071 1.647 4.368
N 1.197 1.033 4.023
C 1.003 0.041 2.904
C 2.149 -0.935 2.732
O 2.209 -1.754 3.902
C 3.051 -2.870 3.849
H -1.228 -1.727 5.970
H -2.560 -0.668 6.503
H -1.361 -1.193 7.636
H -2.079 1.315 5.101
H -1.373 -0.062 4.394
H 0.056 2.613 4.858
H -0.386 2.213 3.491
H 1.687 0.553 4.765
H 0.868 0.599 1.977
H 0.062 -0.508 2.931
H 3.118 -0.441 2.670
H 2.059 -1.522 1.818
H 2.885 -3.426 4.772
H 4.108 -2.606 3.887
H 2.883 -3.581 3.039
C -1.375 1.973 -4.547
O -1.828 1.057 -5.643
C -0.720 0.618 -6.487
C 0.378 1.731 -6.768
N 1.170 1.524 -7.993
C 1.598 2.868 -8.581
C 2.468 2.360 -9.832
O 3.603 1.523 -9.496
C 4.035 0.634 -10.502
H -1.200 2.981 -4.923
H -0.443 1.568 -4.153
H -1.985 2.169 -3.665
H -1.169 0.226 -7.400
H -0.078 -0.159 -6.071
H 1.038 1.985 -5.938
H -0.209 2.650 -6.751
H 1.899 0.965 -7.573
H 2.131 3.564 -7.933
H 0.667 3.305 -8.942
H 2.910 3.280 -10.214
H 1.771 1.942 -10.559
H 4.529 -0.292 -10.208
H 4.495 1.192 -11.318
H 3.258 0.119 -11.066
C -5.373 -1.599 4.611
O -5.561 -2.775 3.767
C -4.725 -2.813 2.581
C -3.536 -3.653 2.747
N -2.563 -2.893 3.590
C -1.246 -3.564 3.464
C -0.963 -4.814 4.364
O 0.443 -5.017 4.209
C 1.038 -6.260 4.773
H -5.773 -0.648 4.259
H -4.347 -1.545 4.975
H -5.959 -1.728 5.521
H -4.463 -1.879 2.084
H -5.242 -3.337 1.777
H -3.218 -3.923 1.740
H -3.788 -4.623 3.174
H -2.431 -1.997 3.142
H -0.617 -2.749 3.823
H -0.885 -3.645 2.439
H -1.533 -5.569 3.823
H -1.357 -4.784 5.380
H 2.024 -6.304 4.312
H 0.314 -7.014 4.464
H 1.276 -6.184 5.834
C 1.728 -1.624 -3.113
C 3.279 -1.668 -3.269
O 3.769 -2.368 -2.193
O 1.140 -1.398 -4.371
H 1.330 -1.030 -2.290
H 1.376 -2.616 -2.833
H 3.637 -0.638 -3.262
H 3.496 -2.283 -4.142
H 4.728 -2.378 -2.155
H 0.189 -1.509 -4.293
*
```

---

No. 2
Density functional theory data (wB97M-V/def2-TZVPD) for 13 unconnected molecules or ions with the total composition C47H128N8O13 at a distorted geometry.

Properties
- E_tot: -89347.7214 eV
- Relative energy (zero: lowest compared OMol25 entry of this formula, charge and spin): 151.9 kJ/mol
- HOMO-LUMO gap: 9.103 eV
- Highest occupied orbital energy: -8.65 eV

```
! wB97M-V def2-TZVPD RIJCOSX def2/J DEFGRID3
* xyz 0 1
C -2.823 -5.466 2.969
C -3.139 -4.827 1.603
C -4.412 -4.001 1.600
O -5.508 -4.888 1.729
C -6.801 -4.363 1.498
N -2.020 -4.015 1.105
H -2.200 -6.323 2.794
H -3.689 -5.881 3.509
H -2.260 -4.774 3.539
H -3.362 -5.604 0.849
H -4.470 -3.468 0.672
H -4.366 -3.226 2.435
H -7.486 -5.231 1.242
H -6.693 -3.626 0.676
H -7.260 -3.939 2.399
H -1.935 -3.204 1.724
H -2.339 -3.615 0.247
C 5.494 2.432 -2.159
C 4.367 1.778 -2.962
C 3.907 2.750 -3.978
O 4.960 2.956 -4.915
C 4.865 4.160 -5.650
N 4.789 0.529 -3.574
H 6.346 2.498 -2.847
H 5.766 1.718 -1.329
H 5.133 3.369 -1.760
H 3.576 1.574 -2.223
H 3.665 3.695 -3.518
H 2.984 2.437 -4.445
H 5.368 4.938 -5.016
H 3.799 4.467 -5.822
H 5.390 4.004 -6.569
H 5.627 0.642 -4.107
H 5.191 -0.004 -2.818
C 1.349 -6.025 -2.919
C 1.585 -5.963 -1.467
C 1.189 -4.627 -0.913
O 1.960 -3.641 -1.589
C 3.012 -3.156 -0.854
N 0.763 -7.048 -0.848
H 2.006 -5.348 -3.497
H 0.297 -5.704 -3.120
H 1.359 -7.024 -3.292
H 2.655 -6.071 -1.244
H 1.380 -4.558 0.118
H 0.191 -4.417 -1.233
H 3.936 -3.839 -0.924
H 2.692 -3.007 0.190
H 3.197 -2.090 -1.111
H 0.878 -7.145 0.149
H -0.231 -6.780 -1.022
C -4.810 -0.826 0.845
C -4.941 0.580 0.481
C -4.592 1.517 1.658
O -5.497 1.288 2.731
C -4.898 1.367 3.979
N -3.998 0.908 -0.624
H -5.348 -1.022 1.788
H -3.758 -1.157 0.966
H -5.288 -1.457 0.099
H -5.930 0.714 0.160
H -4.594 2.573 1.395
H -3.601 1.158 2.016
H -4.552 2.395 4.079
H -4.046 0.685 4.146
H -5.729 1.177 4.646
H -3.039 1.029 -0.270
H -4.151 1.801 -1.133
C 5.021 0.684 4.105
C 3.759 1.354 4.617
C 3.575 1.277 6.168
O 3.515 -0.009 6.525
C 3.450 -0.182 7.885
N 3.848 2.733 4.182
H 5.011 0.638 3.046
H 5.146 -0.330 4.455
H 5.843 1.286 4.398
H 2.848 0.932 4.151
H 2.708 1.869 6.522
H 4.439 1.764 6.615
H 3.437 -1.252 8.103
H 2.515 0.336 8.232
H 4.254 0.320 8.370
H 3.084 3.337 4.467
H 4.795 3.136 4.380
C -1.197 3.868 1.980
C 0.044 3.619 2.812
C -0.159 3.659 4.364
O 1.020 3.531 5.093
C 0.925 4.046 6.386
N 0.667 2.312 2.437
H -1.493 4.925 2.028
H -2.038 3.333 2.358
H -1.089 3.580 0.952
H 0.753 4.356 2.542
H -0.899 2.891 4.645
H -0.610 4.654 4.599
H 1.826 3.821 6.940
H 0.114 3.502 6.935
H 0.724 5.140 6.337
H 0.985 2.331 1.406
H 1.536 2.135 2.960
C -1.973 2.400 -3.186
C -1.967 3.102 -1.845
C -0.732 3.887 -1.665
O -0.585 4.831 -2.676
C 0.639 5.425 -2.892
N -3.164 3.955 -1.861
H -2.813 1.725 -3.247
H -0.998 1.955 -3.510
H -2.188 3.126 -3.997
H -1.970 2.457 -0.935
H 0.112 3.205 -1.664
H -0.651 4.489 -0.749
H 0.415 6.275 -3.582
H 1.407 4.778 -3.400
H 1.072 5.777 -1.919
H -3.074 4.652 -1.153
H -3.127 4.610 -2.660
C -0.402 -1.064 -2.031
C 0.274 -0.607 -0.749
C 1.548 0.250 -1.021
O 1.993 0.915 0.116
C 3.025 0.187 0.726
N -0.653 0.283 0.040
H 0.234 -1.764 -2.631
H -0.680 -0.230 -2.667
H -1.265 -1.554 -1.702
H 0.471 -1.535 -0.133
H 1.199 1.091 -1.730
H 2.298 -0.358 -1.473
H 3.980 0.179 0.103
H 2.819 -0.859 0.957
H 3.294 0.721 1.675
H -1.330 -0.344 0.424
H -0.152 0.594 0.861
C -1.123 -1.552 4.694
C -0.272 -0.524 4.023
C 0.638 -1.058 2.952
O -1.225 0.455 3.415
H -1.972 -1.693 4.072
H -1.543 -1.135 5.639
H -0.617 -2.466 4.899
H 0.313 -0.067 4.887
H -0.016 -1.585 2.250
H 1.361 -1.760 3.383
H 1.174 -0.186 2.455
H -0.576 1.089 2.930
C -4.861 -1.274 -4.754
C -5.054 -0.681 -3.388
C -6.363 -1.249 -2.765
O -3.873 -0.966 -2.683
H -3.918 -1.063 -5.238
H -5.634 -0.832 -5.378
H -4.942 -2.365 -4.678
H -5.039 0.433 -3.530
H -6.592 -0.812 -1.760
H -6.323 -2.317 -2.688
H -7.284 -0.967 -3.398
H -3.723 -0.301 -1.948
C 2.459 -0.781 -6.405
C 2.282 -1.774 -5.220
C 3.213 -3.009 -5.149
O 2.416 -1.129 -3.942
H 2.041 -1.245 -7.347
H 3.528 -0.517 -6.438
H 1.849 0.072 -6.272
H 1.260 -2.072 -5.168
H 3.034 -3.675 -6.051
H 2.828 -3.529 -4.229
H 4.258 -2.683 -5.098
H 3.213 -0.567 -4.058
C -2.238 -3.828 -3.564
C -3.356 -4.518 -2.684
C -2.827 -5.784 -2.069
O -3.806 -3.633 -1.586
H -1.892 -4.432 -4.420
H -1.374 -3.705 -2.849
H -2.563 -2.834 -3.892
H -4.149 -4.605 -3.391
H -2.424 -6.385 -2.854
H -3.653 -6.347 -1.587
H -2.072 -5.551 -1.290
H -3.943 -2.753 -1.938
C 3.449 5.300 -0.295
C 3.941 4.861 1.090
C 3.731 5.862 2.192
O 3.268 3.663 1.293
H 2.559 5.895 -0.235
H 3.115 4.433 -0.855
H 4.192 5.793 -0.903
H 5.040 4.786 1.152
H 2.711 6.044 2.466
H 4.079 6.820 1.879
H 4.286 5.583 3.129
H 3.683 3.195 2.090
*
```

---

No. 3
Density functional theory data (wB97M-V/def2-TZVPD) for a molecular structure, C47H23F10N9O2STa.

Properties
- E_tot: -106178.8388 eV
- Relative energy (zero: lowest compared OMol25 entry of this formula, charge and spin): 70.5 kJ/mol
- HOMO-LUMO gap (alpha / beta): 4.690 / 4.611 eV
- Highest occupied orbital energy (alpha / beta): -9.23 / -9.19 eV

```
! wB97M-V def2-TZVPD RIJCOSX def2/J DEFGRID3
* xyz 1 1
Ta 0.194 -0.486 -0.528
C 5.275 -2.292 2.976
C 5.930 -2.343 1.734
C 5.229 -2.289 0.544
C 3.848 -2.164 0.633
C 2.828 -2.042 -0.384
N 3.048 -2.204 -1.660
C 2.107 -2.029 -2.562
C 2.291 -2.325 -3.965
C 3.355 -2.887 -4.662
C 3.212 -3.011 -6.030
C 2.044 -2.588 -6.686
C 0.987 -2.032 -5.992
C 1.134 -1.907 -4.615
C 0.254 -1.383 -3.593
N -0.918 -0.858 -3.829
C -1.763 -0.591 -2.856
N -1.604 -0.915 -1.517
C -2.855 -0.780 -0.927
N -3.206 -1.188 0.269
C -2.331 -1.654 1.120
N -0.956 -1.612 0.980
C -0.432 -2.084 2.155
N 0.847 -2.164 2.476
C 1.786 -2.001 1.588
N 1.593 -1.833 0.218
C 3.200 -2.124 1.864
C 3.900 -2.193 3.063
C -1.485 -2.454 3.070
C -1.456 -2.969 4.364
C -2.674 -3.205 4.969
C -3.885 -2.941 4.305
C -3.913 -2.434 3.022
C -2.684 -2.191 2.414
C -3.775 -0.215 -1.876
C -5.112 0.168 -1.752
C -5.713 0.706 -2.868
C -5.016 0.845 -4.086
C -3.704 0.447 -4.215
C -3.086 -0.079 -3.079
N 0.857 -1.493 -2.354
H 5.869 -2.328 3.880
H 7.008 -2.424 1.714
H 5.730 -2.329 -0.414
H 4.254 -3.209 -4.154
H 4.014 -3.440 -6.616
H 1.977 -2.703 -7.760
H 0.084 -1.705 -6.490
H 3.384 -2.156 4.012
H -0.519 -3.168 4.868
H -2.706 -3.601 5.975
H -4.816 -3.145 4.820
H -4.843 -2.228 2.509
H -5.642 0.048 -0.816
H -6.745 1.028 -2.820
H -5.533 1.272 -4.936
H -3.167 0.541 -5.149
F 4.129 5.111 1.771
C 3.610 4.157 1.013
C 3.665 2.837 1.423
F 4.254 2.520 2.571
C 3.116 1.850 0.622
F 3.237 0.583 1.016
C 2.497 2.142 -0.583
S 1.829 0.911 -1.655
C 2.473 3.476 -0.978
F 1.877 3.819 -2.120
C 3.016 4.479 -0.197
F 2.951 5.749 -0.589
C -0.604 3.967 0.332
N -1.788 3.677 -0.455
C -2.859 4.666 -0.463
C -1.903 2.557 -1.156
O -1.040 1.680 -1.283
H -0.206 4.947 0.065
H 0.139 3.203 0.138
H -0.853 3.967 1.396
H -2.861 5.194 0.489
H -3.823 4.174 -0.581
H -2.720 5.393 -1.264
H -2.875 2.462 -1.663
F -1.999 1.515 5.949
C -1.469 1.342 4.747
C -2.253 1.464 3.616
F -3.546 1.752 3.727
C -1.698 1.278 2.362
F -2.491 1.379 1.292
C -0.352 0.963 2.203
O 0.174 0.708 0.996
C 0.428 0.866 3.355
F 1.724 0.582 3.252
C -0.121 1.045 4.611
F 0.644 0.927 5.689
*
```